Molecular formula: C4H7ClN3
Method: DFT, ωB97M-V/def2-TZVPD

Positions of all 15 atoms, in Å:
N -2.22532 -1.59142 0.11788
C -2.20564 -0.29700 0.17719
Cl -3.44026 0.79854 0.36927
N -0.88295 0.34970 -0.02462
C -0.43557 1.65899 0.05196
C 0.90670 1.69236 -0.02057
C 1.42983 0.29676 -0.03756
N 0.20653 -0.59342 -0.17645
H -3.10392 -2.00734 -0.12035
H -1.29280 -2.00995 -0.01867
H -1.09365 2.42432 0.06160
H 1.65830 2.44218 -0.10248
H 2.14603 -0.08107 -0.87638
H 1.97917 -0.11747 0.96994
H 0.31317 -1.07100 -1.09688

SMILES: N/C(Cl)=[N+]1/C=CCN1
Multiplicity: 1
HOMO level (spin up / spin down): -12.6272 / -12.6268 eV
Net charge: +1
LUMO (spin up / spin down): -4.33 / -4.33 eV
DFT total energy: -21244.909 eV